{"formula": "C35H87N6O16V", "method": "ωB97M-V/def2-TZVPD", "symbols": ["O", "V", "O", "O", "C", "O", "O", "H", "C", "O", "C", "C", "N", "C", "C", "O", "C", "H", "H", "H", "H", "H", "H", "H", "H", "H", "H", "H", "H", "H", "H", "H", "C", "O", "C", "C", "N", "C", "C", "O", "C", "H", "H", "H", "H", "H", "H", "H", "H", "H", "H", "H", "H", "H", "H", "H", "C", "O", "C", "C", "N", "C", "C", "O", "C", "H", "H", "H", "H", "H", "H", "H", "H", "H", "H", "H", "H", "H", "H", "H", "C", "O", "C", "C", "N", "C", "C", "O", "C", "H", "H", "H", "H", "H", "H", "H", "H", "H", "H", "H", "H", "H", "H", "H", "C", "O", "C", "C", "N", "C", "C", "O", "C", "H", "H", "H", "H", "H", "H", "H", "H", "H", "H", "H", "H", "H", "H", "H", "C", "C", "C", "O", "C", "N", "H", "H", "H", "H", "H", "H", "H", "H", "H", "H", "H"], "xyz": [[-4.5960, 22.2377, 4.9562], [-4.8979, 22.6461, 6.5315], [-3.5897, 22.2337, 7.3159], [-6.0103, 26.5680, 5.8421], [-5.6207, 25.3326, 5.9499], [-6.4826, 24.4016, 5.9446], [-4.4226, 25.0308, 6.1341], [-5.1386, 26.9568, 5.9443], [-8.0808, 19.4777, 3.0434], [-7.8403, 19.7672, 4.4093], [-7.8466, 21.1467, 4.8319], [-7.7341, 21.1407, 6.4052], [-6.3601, 20.9148, 6.8794], [-6.2655, 20.7063, 8.2917], [-6.7534, 21.9524, 9.0631], [-5.9367, 23.0669, 8.7066], [-6.3650, 24.2764, 9.3591], [-8.1527, 18.3943, 2.9479], [-7.3338, 19.7442, 2.2957], [-9.0924, 19.7735, 2.7651], [-8.8123, 21.5269, 4.4989], [-7.0472, 21.7620, 4.4190], [-8.4532, 20.4210, 6.7964], [-8.1930, 22.0932, 6.6705], [-5.9729, 20.0939, 6.4364], [-5.2993, 20.4218, 8.7085], [-6.8804, 19.8445, 8.5510], [-6.5989, 21.7493, 10.1228], [-7.8163, 22.1286, 8.8978], [-7.4249, 24.5222, 9.4246], [-5.8822, 25.0841, 8.8090], [-5.9902, 24.2526, 10.3824], [-0.6411, 24.7785, 10.5170], [-0.3919, 24.3549, 9.1721], [-1.3424, 24.8235, 8.2207], [-0.6888, 24.6832, 6.8494], [-1.3055, 25.5365, 5.8925], [-0.8838, 25.5303, 4.5100], [0.0572, 26.7156, 4.2518], [0.6177, 26.4796, 2.9844], [1.6539, 27.3800, 2.5913], [0.1022, 24.1132, 10.9563], [-1.5786, 24.5171, 11.0077], [-0.4357, 25.8202, 10.7634], [-1.4834, 25.8663, 8.5047], [-2.3327, 24.3856, 8.3456], [-1.0117, 23.6941, 6.5244], [0.3884, 24.7138, 7.0132], [-2.3129, 25.4657, 5.8791], [-1.7401, 25.8784, 3.9324], [-0.5231, 24.5782, 4.1210], [0.8183, 26.7317, 5.0319], [-0.4162, 27.6913, 4.3613], [2.5198, 27.3254, 3.2511], [1.2947, 28.4067, 2.6610], [2.0302, 27.2149, 1.5817], [2.6414, 21.4963, 10.6565], [1.1958, 21.3667, 10.4893], [0.8561, 21.2490, 9.1010], [-0.6415, 20.8840, 8.8900], [-1.0787, 19.8512, 9.8031], [-0.3815, 18.5723, 9.4746], [-0.6739, 17.5987, 10.6415], [0.1940, 17.7617, 11.7728], [-0.0595, 16.9175, 12.8510], [3.0720, 20.4967, 10.5989], [2.9131, 21.8577, 11.6484], [3.0844, 22.0704, 9.8427], [1.3465, 20.4193, 8.5918], [1.1976, 22.1651, 8.6192], [-0.8697, 20.7270, 7.8358], [-1.2990, 21.7231, 9.1170], [-0.7702, 20.1618, 10.7133], [0.6979, 18.6440, 9.3406], [-0.7024, 18.3019, 8.4686], [-0.6413, 16.5664, 10.2930], [-1.6804, 17.6162, 11.0596], [0.8241, 16.7494, 13.4667], [-0.3046, 15.8923, 12.5735], [-0.8830, 17.2140, 13.5007], [2.4531, 21.9491, 6.0476], [1.0678, 22.0889, 5.9209], [0.5319, 21.0256, 5.1606], [-0.9952, 21.2331, 5.0462], [-1.5853, 20.7157, 3.8154], [-1.3521, 21.4558, 2.5222], [-2.5220, 21.1242, 1.5239], [-3.7516, 21.3749, 2.2165], [-4.8611, 20.9926, 1.5108], [2.8511, 21.0347, 6.4877], [2.7760, 22.7288, 6.7374], [3.0374, 22.2146, 5.1666], [0.8106, 20.1427, 5.7360], [1.0776, 21.0713, 4.2182], [-1.1854, 22.3051, 4.9944], [-1.5009, 20.7793, 5.8985], [-2.5880, 20.7578, 3.9291], [-0.4802, 21.0004, 2.0526], [-1.2226, 22.5146, 2.7463], [-2.4185, 20.1522, 1.0416], [-2.5232, 21.8442, 0.7055], [-4.9113, 19.9633, 1.1557], [-4.8562, 21.5823, 0.5941], [-5.7954, 21.2319, 2.0187], [-6.0498, 16.4670, 1.6659], [-5.7626, 17.6765, 2.3545], [-5.3625, 17.4832, 3.6713], [-4.6372, 18.8077, 4.2032], [-4.6924, 18.8942, 5.6887], [-3.7714, 17.8898, 6.3599], [-3.7477, 18.1698, 7.8555], [-5.0128, 17.7592, 8.4364], [-4.9657, 17.5967, 9.8703], [-6.3093, 16.7478, 0.6452], [-6.8480, 15.8841, 2.1255], [-5.2055, 15.7778, 1.6803], [-4.5885, 16.7158, 3.6791], [-6.1900, 17.1900, 4.3173], [-5.1198, 19.6597, 3.7243], [-3.6167, 18.8411, 3.8219], [-5.5496, 18.4350, 5.9616], [-2.7938, 17.9557, 5.8824], [-4.1658, 16.8884, 6.1879], [-3.4822, 19.2129, 8.0276], [-2.9742, 17.5631, 8.3263], [-5.1364, 18.5707, 10.3289], [-3.9706, 17.4170, 10.2774], [-5.6607, 16.8741, 10.2979], [-1.9371, 27.4944, 0.6768], [-2.7987, 26.2398, 0.2074], [-4.2394, 26.2609, 0.7893], [-4.3839, 25.8138, 2.1459], [-4.2620, 24.3793, 2.3096], [-2.6834, 26.1780, -1.2173], [-0.9113, 27.3338, 0.3450], [-1.9473, 27.7897, 1.7260], [-2.3258, 28.3926, 0.1971], [-2.3287, 25.3329, 0.5879], [-4.9001, 25.6912, 0.1359], [-4.6157, 27.2793, 0.6930], [-4.7896, 23.7250, 1.6157], [-4.6438, 24.1826, 3.3113], [-3.2246, 24.0454, 2.3280], [-3.0976, 26.9912, -1.6499], [-3.2154, 25.3889, -1.5555]], "forces_ev_per_angstrom": [[-0.789, 0.734, 3.488], [0.491, 0.334, -4.206], [-0.695, 0.134, -0.148], [0.308, 1.043, -0.153], [-1.614, -4.176, 0.484], [-0.069, -0.182, 0.285], [1.472, -0.352, 0.540], [0.221, 1.428, -0.148], [-0.891, -0.782, 0.135], [1.055, 0.177, 0.103], [-0.220, -1.300, 0.790], [-1.008, 0.441, -2.021], [0.667, 1.907, -0.557], [-1.140, 0.263, 2.123], [0.691, -1.012, 0.177], [-1.342, 0.046, -0.444], [1.133, 0.404, -0.049], [0.277, -0.126, 0.362], [0.108, 0.603, 0.385], [-0.034, 0.736, -0.200], [-0.096, 0.510, 0.340], [0.193, -0.165, -0.210], [0.260, -0.548, 0.072], [0.770, 0.367, 0.422], [0.550, 0.034, -0.626], [0.417, 0.308, -0.874], [-0.448, 0.002, 0.333], [-0.153, 0.000, 0.222], [-0.004, 0.318, -0.136], [-0.264, -0.737, -0.553], [0.022, 0.001, 0.161], [0.122, 0.039, 0.079], [1.406, -1.585, -0.021], [-1.149, 0.164, 0.413], [0.802, 1.450, 0.739], [-1.830, -1.806, 0.494], [-0.340, 1.962, -0.702], [-0.507, 1.838, 0.155], [1.146, -1.154, 0.418], [0.850, 0.417, -1.085], [-0.408, 0.230, 0.723], [0.066, 0.479, 0.986], [-0.560, -0.204, -0.692], [0.162, 0.237, -0.556], [-0.136, 0.587, -0.545], [0.044, -0.634, -0.246], [0.991, -0.785, 0.284], [-0.035, 0.417, -0.554], [0.001, -0.288, 0.616], [-0.443, -0.823, -0.217], [0.353, -0.002, -0.022], [0.531, -0.152, 0.123], [-0.536, 0.051, -0.384], [0.097, -0.235, 0.297], [-0.117, 0.241, -0.140], [-0.517, -0.414, -0.030], [-1.066, -1.079, -0.350], [0.881, 0.069, -0.167], [-0.410, -0.018, -0.309], [-0.061, 2.198, 1.044], [0.796, -1.287, -1.171], [-0.743, 0.638, 1.865], [-0.186, -1.137, 0.035], [0.588, 0.611, -0.877], [-0.197, -1.095, 0.329], [0.100, -0.226, -0.135], [-0.471, 0.403, -0.157], [-0.071, 0.401, 0.160], [0.886, -0.172, 0.309], [-0.517, 0.073, -0.325], [0.311, -0.646, 0.036], [0.271, 0.480, 0.050], [0.070, -0.136, 0.330], [0.300, 0.167, 0.500], [-0.577, -0.673, 0.252], [0.614, -0.372, -0.194], [-0.499, 0.847, -0.428], [0.220, 0.710, -0.086], [-0.196, -0.219, -0.650], [-0.139, 0.539, -0.007], [0.825, 1.565, 0.851], [0.266, 0.106, 0.272], [-0.296, 0.485, 0.338], [0.660, 0.421, -1.310], [-0.339, -0.823, -1.161], [-0.659, -1.849, 0.721], [0.162, 1.839, 1.128], [1.293, -1.064, 0.992], [-0.913, 0.472, -1.695], [-0.503, -0.563, -0.182], [-0.147, 0.112, 0.299], [-0.304, -0.428, -0.683], [-0.260, -0.711, -0.448], [-0.393, -0.536, -0.504], [0.216, 0.357, 0.804], [-0.126, 0.200, -0.122], [-0.217, -0.010, 0.271], [0.379, 0.546, 0.006], [-0.059, 0.273, -0.459], [-0.281, -0.454, 0.564], [0.420, 0.211, -0.308], [0.309, -0.458, 0.467], [-0.379, 0.229, -0.528], [0.300, 0.058, 0.415], [0.141, 0.244, 0.178], [-0.268, -0.231, -0.780], [1.812, 1.237, 0.487], [-1.306, -1.153, -0.172], [0.967, -1.368, -0.214], [-0.711, 1.012, -0.365], [0.023, -0.914, 0.018], [0.450, -0.266, 0.447], [0.587, 1.418, -0.130], [0.001, -0.179, 0.086], [-0.477, 0.259, 0.117], [0.434, 0.144, -0.196], [-0.065, -0.522, 0.229], [-0.242, 0.035, 0.177], [-0.247, 0.087, 0.440], [0.151, -0.181, 0.354], [-0.857, 0.274, -0.285], [0.173, 0.141, 0.309], [0.158, -0.270, 0.070], [-0.307, 0.235, 0.210], [0.207, -0.072, 0.011], [-0.609, 0.244, 0.106], [0.329, -0.681, -0.532], [-0.121, -0.057, -0.705], [-0.675, -0.709, -0.463], [0.735, 1.026, 2.160], [0.253, -0.016, -0.125], [0.162, -0.538, -1.179], [0.304, 0.685, 0.962], [-0.380, -0.103, -0.703], [-0.027, 0.102, 0.115], [-0.082, -0.770, 0.222], [-0.075, 0.010, -0.485], [0.178, -0.028, 0.183], [-0.050, -0.507, -0.118], [-0.067, 0.218, 0.516], [-0.327, 0.551, -0.421], [-0.065, -0.090, -0.062], [0.211, 0.183, -0.168], [-0.025, 0.278, -0.088], [-0.009, -0.222, -0.217]], "mulliken_charge": [0.4414, 0.1039, -0.2431, -0.5216, 0.5771, -0.7120, -0.2899, 0.3304, -0.7174, -0.3390, -0.4274, -1.0051, 1.3549, 0.1416, -1.2512, 0.0377, -0.9501, 0.1726, 0.1734, 0.4672, 0.7378, -0.1872, 0.4494, 0.4415, -0.3294, -0.3873, 0.7119, 0.5240, 0.5039, 0.3252, 0.2014, 0.3263, -0.8447, -0.2217, -0.1780, 0.2126, -0.1261, 0.3364, -0.8767, -0.2487, -0.9153, 0.2244, 0.2949, 0.3084, 0.5641, -0.1187, -0.6458, 0.3256, 0.1774, 0.0288, -0.1249, 0.4721, 0.3556, 0.3370, 0.3452, 0.2651, -0.8709, -0.4565, -0.7013, 1.4365, -0.3159, -0.1911, -0.9999, -0.3226, -0.8646, 0.3217, 0.2964, 0.2955, 0.4737, 0.6476, -1.6765, -0.1043, 0.4155, 0.3508, 0.4696, 0.4844, 0.2935, 0.2670, 0.3354, 0.3266, -1.1778, 0.1380, -0.8722, 1.3455, -0.2669, -0.2773, -1.0038, 0.5807, -1.2175, 0.3973, 0.3382, 0.3403, 0.2429, 0.5417, -0.3594, -0.7291, -0.0782, 0.4068, -0.0447, 0.5187, 0.3781, 0.3124, 0.5195, 0.1521, -0.9472, -0.1109, -1.2190, -0.1162, 0.4944, -1.5987, -0.2312, -0.4454, -0.5325, 0.2705, 0.3488, 0.3312, 0.5631, 0.4316, -0.8746, 0.6049, 0.2847, 0.4091, 0.5166, 0.0262, 0.6889, 0.2347, 0.1148, 0.3270, -1.4309, 1.1164, -0.9597, -0.2700, -0.1598, -0.7426, 0.3511, 0.2678, 0.4481, -0.0871, 0.3619, 0.3002, 0.5280, -0.5322, 0.0219, 0.2538, 0.2582], "homo_ev": -7.537, "total_energy_ev": -105086.252, "e_above_lowest_kcal_mol": 66.4}